(1)
{"formula": "C3H12NO2", "method": "wB97M-V/def2-TZVPD", "symbols": ["C", "C", "C", "N", "H", "H", "H", "H", "H", "H", "H", "H", "H", "H", "O", "H", "H", "O"], "coordinates": [[0.2780, -2.5063, 0.4818], [0.1613, -1.0588, 0.7467], [0.4112, -0.4362, 1.9633], [-0.4358, -0.1955, -0.3146], [0.3620, -2.7324, -0.5769], [-0.6611, -2.8579, 0.9633], [1.1241, -2.8896, 1.0513], [0.7403, 0.5966, 2.0246], [0.1948, -0.9543, 2.8991], [-0.0072, -0.4652, -1.2102], [-1.4275, -0.4311, -0.3938], [-0.0596, 0.7494, -0.0850], [0.4100, 3.1005, -0.3097], [1.6493, 2.6872, 0.3592], [0.8013, 2.3039, 0.0828], [-1.6826, 2.2867, -2.6053], [-0.6291, 1.2630, -2.8823], [-1.2295, 1.5399, -2.1943]], "multiplicity": 2, "molar_mass_g_mol": 94.1, "lumo_ev": [-10.54, -13.28], "s2": 0.753, "orbital_gap_ev": [8.66, 5.91], "energy_ev": -8869.7159, "largest_force_ev_per_a": 3.13, "charge": 2}



(2)
{"formula": "CH3Cl2OP", "method": "wB97M-V/def2-TZVPD", "symbols": ["O", "C", "P", "Cl", "H", "H", "Cl", "H"], "coordinates": [[1.1369, 1.3197, 0.8668], [0.0170, 1.1464, 1.5388], [-1.3475, 0.2514, 1.1580], [-1.0737, 0.0790, -0.7835], [0.8678, 1.1546, -0.0589], [-0.0180, 1.4279, 2.6905], [0.7848, -3.0598, -2.8775], [-0.3673, -2.3192, -2.5341]], "molar_mass_g_mol": 132.9, "lumo_ev": 0.27, "orbital_gap_ev": 9.17, "energy_ev": -37465.9320, "largest_force_ev_per_a": 3.72, "charge": 0}



(3)
{"formula": "C4H8O2", "method": "wB97M-V/def2-TZVPD", "symbols": ["C", "O", "C", "C", "C", "O", "H", "H", "H", "H", "H", "H", "H", "H"], "coordinates": [[2.0679, -1.1101, 0.0707], [0.8100, -0.7162, -0.4086], [0.3040, 0.4207, 0.2439], [-0.9379, 0.8318, -0.5006], [-2.2503, 0.4764, 0.0273], [-1.7492, 1.8025, 0.1380], [2.8026, -0.2940, -0.0093], [2.0210, -1.4345, 1.1214], [2.4016, -1.9470, -0.5472], [1.0437, 1.2377, 0.2369], [0.0528, 0.2105, 1.2984], [-0.8065, 0.9560, -1.5761], [-2.2835, -0.0817, 0.9627], [-3.1002, 0.3461, -0.6416]], "molar_mass_g_mol": 88.1, "lumo_ev": 1.07, "orbital_gap_ev": 11.19, "energy_ev": -8370.7392, "largest_force_ev_per_a": 0.35, "charge": 0}



(4)
{"formula": "C28H32FeN2OPSiTe", "method": "wB97M-V/def2-TZVPD", "symbols": ["Fe", "N", "P", "C", "C", "C", "C", "C", "C", "C", "C", "C", "C", "C", "C", "C", "C", "C", "C", "C", "N", "H", "H", "H", "H", "H", "H", "H", "H", "H", "H", "H", "H", "H", "H", "H", "C", "Te", "C", "C", "C", "C", "C", "C", "C", "H", "H", "H", "H", "H", "H", "H", "H", "C", "Si", "C", "C", "O", "H", "H", "H", "H", "H", "H", "H", "H", "H"], "coordinates": [[0.0980, 0.1046, 0.1643], [1.3599, 1.6930, 2.4273], [0.4987, 0.2328, 2.5283], [0.1550, -0.0554, 4.2568], [-1.1599, -0.0675, 4.7177], [-1.4021, -0.2687, 6.0689], [-0.3392, -0.4499, 6.9415], [0.9724, -0.4442, 6.4756], [1.2288, -0.2569, 5.1297], [1.6467, -1.0682, 2.0084], [2.9633, -0.8313, 1.5990], [3.7640, -1.8983, 1.2199], [3.2504, -3.1893, 1.2125], [1.9359, -3.4305, 1.5986], [1.1325, -2.3772, 1.9969], [0.9409, 2.6475, 1.5040], [1.2223, 4.0025, 1.6526], [0.7108, 4.8841, 0.7264], [-0.0773, 4.4137, -0.3262], [-0.2832, 3.0630, -0.4268], [0.2391, 2.1881, 0.4587], [1.7993, 2.0465, 3.2670], [-1.9841, 0.0747, 4.0303], [-2.4181, -0.2834, 6.4387], [-0.5306, -0.6028, 7.9951], [1.7932, -0.5982, 7.1630], [2.2490, -0.2845, 4.7625], [3.3571, 0.1777, 1.6271], [4.7965, -1.7307, 0.9420], [3.8802, -4.0158, 0.9109], [1.5470, -4.4396, 1.6008], [0.1177, -2.5678, 2.3320], [1.8104, 4.3462, 2.4927], [0.9044, 5.9436, 0.8295], [-0.5202, 5.0875, -1.0448], [-0.8861, 2.6331, -1.2174], [4.0699, 0.3660, -1.5262], [1.9848, 0.1017, -1.8980], [2.0378, 2.0146, -2.8409], [3.4563, 2.5052, -2.7016], [3.8024, 3.7538, -3.2153], [5.1060, 4.2063, -3.1218], [6.0748, 3.4147, -2.5166], [5.7343, 2.1791, -1.9973], [4.4207, 1.7213, -2.0849], [4.5665, -0.4479, -2.0519], [4.2897, 0.2780, -0.4665], [1.3228, 2.6881, -2.3751], [1.7446, 1.8589, -3.8776], [3.0508, 4.3645, -3.7011], [5.3710, 5.1741, -3.5251], [7.0975, 3.7609, -2.4541], [6.4916, 1.5615, -1.5299], [-3.7779, -0.5927, 1.5326], [-3.2223, -0.1693, -0.1921], [-3.7411, 1.5668, -0.6078], [-3.9411, -1.3705, -1.3983], [-1.5364, -0.2074, -0.1951], [-4.8643, -0.6875, 1.5567], [-3.4930, 0.1952, 2.2355], [-3.3466, -1.5383, 1.8711], [-4.8210, 1.6632, -0.4834], [-3.5030, 1.8235, -1.6432], [-3.2614, 2.2972, 0.0499], [-5.0283, -1.2920, -1.3336], [-3.6579, -2.3997, -1.1712], [-3.6456, -1.1526, -2.4263]], "multiplicity": 6, "molar_mass_g_mol": 655.1, "lumo_ev": [-5.61, -7.71], "s2": 8.772, "orbital_gap_ev": [8.50, 6.41], "energy_ev": -93418.1247, "largest_force_ev_per_a": 1.35, "charge": 2}



(5)
{"formula": "C6H8N", "method": "wB97M-V/def2-TZVPD", "symbols": ["C", "C", "C", "N", "C", "C", "C", "H", "H", "H", "H", "H", "H", "H", "H"], "coordinates": [[0.8715, 2.2277, -1.4056], [1.8386, 1.6009, -0.7896], [1.6052, 0.5210, -0.1794], [0.6550, -0.2637, -0.0613], [0.2425, -1.6008, -0.3646], [-0.1341, -0.9633, 0.9293], [-1.5222, -0.4544, 1.1956], [0.3281, 3.0384, -0.9278], [0.8188, 2.2227, -2.4911], [0.9972, -2.3789, -0.3971], [-0.4959, -1.6678, -1.1557], [0.4121, -1.2709, 1.8158], [-1.4872, 0.4376, 1.8132], [-2.0759, -1.2145, 1.7427], [-2.0536, -0.2340, 0.2757]], "molar_mass_g_mol": 94.1, "lumo_ev": -5.56, "orbital_gap_ev": 9.35, "energy_ev": -7829.0260, "largest_force_ev_per_a": 3.46, "charge": 1}



(6)
{"formula": "C4H14N2O2", "method": "wB97M-V/def2-TZVPD", "symbols": ["C", "C", "C", "N", "C", "N", "H", "H", "H", "H", "H", "H", "H", "H", "H", "H", "O", "H", "H", "O", "H", "H"], "coordinates": [[-1.4839, 0.2962, -2.1995], [-1.5412, -0.5090, -0.8986], [-0.9102, 0.3394, 0.2459], [-0.7428, -0.2777, 1.5088], [0.0738, -1.2121, 1.7807], [0.8573, -1.9288, 0.8478], [-1.5832, -0.5277, -2.9528], [-2.4162, 0.8785, -2.3125], [-0.5649, 0.8820, -2.2902], [-2.5616, -0.8307, -0.5608], [-0.9031, -1.3798, -1.0752], [-1.5842, 1.2756, 0.2572], [0.0372, 0.9023, -0.0268], [-0.0309, -1.5073, 2.8641], [0.4835, -1.8380, -0.0788], [1.7392, -2.2932, 1.1349], [0.5150, 3.1746, 0.8112], [0.2913, 2.3550, 1.2541], [0.0095, 3.2120, -0.0056], [2.5564, -0.3259, -1.2534], [1.9390, -0.5818, -0.5520], [2.6815, -1.1070, -1.7979]], "molar_mass_g_mol": 122.2, "lumo_ev": 0.58, "orbital_gap_ev": 9.91, "energy_ev": -11448.9667, "largest_force_ev_per_a": 2.48, "charge": 0}